Computed, not measured: C80H200As4F24N12O16 as an isolated structure in a non-equilibrium geometry, with wB97M-V/def2-TZVPD.

The geometry in XYZ format:
```
336
Properties=species:S:1:pos:R:3:forces:R:3:lowdin_charge:R:1
C -9.1908 13.0696 -4.1167 -0.287 1.158 -0.886 -0.0562
C -8.2224 12.0476 -4.5256 -0.682 -2.230 1.499 -0.1450
N -8.3979 10.6826 -3.7292 -0.551 1.377 -0.352 -0.2097
C -8.3918 10.9942 -2.1999 1.216 -1.508 -0.747 0.0547
C -9.7621 10.0113 -3.9729 2.111 0.362 -1.617 -0.1617
C -10.2302 9.8616 -5.4126 1.713 -0.513 0.601 -0.0227
C -7.2886 9.7885 -4.2538 -2.257 -0.831 0.548 -0.1072
C -5.9268 10.1428 -3.8560 0.851 -1.017 0.378 -0.1996
O -5.6383 9.4157 -2.6629 -1.222 0.817 -1.111 -0.1587
C -4.3829 9.6472 -2.1462 1.589 -0.777 0.749 -0.1161
H -9.1853 13.8175 -4.9253 -0.222 -0.092 0.288 0.1133
H -8.8581 13.6050 -3.2298 -0.505 -0.194 0.210 0.0982
H -10.1825 12.6340 -4.0908 -0.333 0.390 0.385 0.0882
H -7.2618 12.3027 -4.2215 1.698 0.768 0.141 0.0881
H -8.2127 11.7953 -5.5585 -0.227 -0.299 -0.801 0.1263
H -9.1698 11.6982 -1.9486 -0.298 -0.077 -0.195 0.0963
H -7.4302 11.4155 -1.9465 0.272 0.247 -0.065 0.1005
H -8.4512 10.0438 -1.6141 -0.263 0.711 -0.732 0.1324
H -10.3968 10.5717 -3.3936 -1.882 1.324 1.093 0.0902
H -9.6551 9.0886 -3.4904 0.077 -1.552 0.627 0.1126
H -10.4458 10.8144 -5.8204 -0.073 0.967 -0.680 0.0669
H -11.1702 9.3590 -5.3252 -0.451 -0.703 -0.372 0.0898
H -9.4665 9.3180 -6.0392 -1.153 0.409 0.524 0.1080
H -7.4011 9.6680 -5.3057 -0.124 0.878 -1.059 0.1233
H -7.6419 8.8087 -3.9724 0.716 -0.604 0.823 0.1420
H -5.8380 11.2180 -3.8578 0.352 0.577 0.992 0.1185
H -5.2388 9.8820 -4.6540 0.285 -0.502 -0.175 0.1425
H -3.5538 9.4262 -2.8172 -0.081 -0.551 -0.549 0.0908
H -4.2704 8.9840 -1.2724 -0.017 0.566 -0.231 0.1110
H -4.1878 10.6732 -1.9225 -0.292 0.962 0.719 0.0832
C -0.2576 3.1581 4.9802 0.634 -0.331 0.806 -0.0499
C 0.2776 4.2300 5.8918 -0.051 -0.697 1.248 -0.1744
N 1.7506 4.1958 6.2099 0.738 0.426 -1.864 -0.2466
C 2.0094 5.2868 7.1580 -0.222 -0.126 0.610 -0.0080
C 2.1626 2.7834 6.6907 -1.020 1.796 0.507 -0.1292
C 3.4881 2.7677 7.3834 -1.521 0.848 1.941 -0.0613
C 2.7348 4.5198 5.0128 -1.479 -1.280 -0.274 -0.0501
C 2.2079 5.4213 3.8931 0.768 0.230 0.065 -0.1693
O 2.0352 6.7226 4.4023 0.251 -0.670 1.206 -0.1743
C 1.9065 7.7266 3.4822 0.788 1.968 -1.871 -0.1226
H -1.1967 3.5796 4.7244 -1.027 -0.097 -0.807 0.0698
H -0.4190 2.1897 5.4884 0.236 0.429 -0.285 0.0926
H 0.3700 3.0487 4.1087 -0.072 -0.150 -0.472 0.0637
H -0.2451 4.1512 6.8619 0.428 -0.176 -0.103 0.1421
H 0.0011 5.2165 5.5890 0.318 0.689 -0.756 0.1215
H 3.0818 5.3309 7.2688 0.059 0.284 0.573 0.0934
H 1.4870 5.0028 8.0689 0.185 0.435 0.325 0.1185
H 1.6619 6.2450 6.7513 -0.019 -0.456 0.045 0.1191
H 2.1757 2.2130 5.7719 -0.307 -0.526 0.241 0.1068
H 1.3718 2.5195 7.4259 0.377 -0.218 -0.730 0.1515
H 3.5578 3.5349 8.1870 -0.270 -0.768 -0.258 0.1007
H 4.3186 2.9051 6.8018 1.924 0.189 -1.904 0.0209
H 3.5179 1.7985 7.8165 0.401 -0.872 0.647 0.0843
H 2.8949 3.5560 4.5466 0.091 -0.048 -0.141 0.0810
H 3.6631 4.7527 5.5391 -0.140 0.550 -0.665 0.1275
H 1.2841 5.0468 3.4196 0.118 -0.042 0.328 0.1138
H 2.9889 5.3821 3.0773 -0.486 0.195 0.752 0.1306
H 2.0782 8.7413 3.8815 -0.228 -0.661 0.662 0.1024
H 0.9605 7.7649 2.9662 -0.612 -0.339 -0.124 0.0814
H 2.6884 7.6995 2.6955 -0.132 -0.488 0.138 0.0882
C 10.3028 2.8489 6.2533 -0.971 0.581 -1.418 -0.0450
C 8.8759 2.3384 6.4786 1.484 0.117 0.718 -0.1525
N 8.7937 1.1358 7.4229 -0.995 0.023 0.182 -0.2525
C 9.3121 1.3827 8.7936 -1.025 0.807 0.539 -0.0017
C 7.2663 0.9110 7.6607 0.196 0.885 -0.069 -0.1494
C 6.9373 -0.1488 8.6738 0.604 0.364 2.036 -0.0638
C 9.5825 -0.0381 6.9056 -0.677 -0.704 0.190 -0.0688
C 8.9804 -0.7380 5.6585 -0.316 2.115 0.288 -0.1950
O 8.1058 -1.7049 6.1352 -0.384 -0.269 -0.136 -0.2147
C 7.5599 -2.5787 5.1306 -1.243 -0.079 2.369 -0.0550
H 10.6841 3.1548 7.2081 0.821 0.132 0.162 0.0677
H 10.2006 3.7554 5.5962 0.028 -0.609 0.819 0.1122
H 10.9446 2.2017 5.6449 -0.023 -0.144 0.635 0.0874
H 8.4073 2.0865 5.5549 -0.536 -0.370 -0.473 0.0902
H 8.3432 3.1528 6.9498 -0.439 -0.044 0.159 0.1282
H 8.6381 2.1341 9.2383 0.367 -0.304 0.043 0.1251
H 10.2945 1.8027 8.7968 0.722 -0.141 -0.140 0.0972
H 9.2267 0.4454 9.3626 0.334 0.570 -0.240 0.1109
H 6.8033 0.7490 6.7017 0.063 -0.384 -0.416 0.0991
H 6.8995 1.9144 7.9808 0.371 -0.684 -0.117 0.1352
H 5.8969 -0.4145 8.6628 -0.539 -0.010 -0.367 0.0828
H 7.1321 0.1454 9.7618 -0.199 -0.105 -1.528 0.1116
H 7.4996 -1.0479 8.5081 0.164 -0.533 -0.252 0.0686
H 9.5688 -0.7792 7.7083 -0.235 -0.068 -0.133 0.1299
H 10.6325 0.2706 6.9144 -0.264 0.146 -0.778 0.1389
H 9.8096 -1.1846 5.1458 0.452 -0.178 -0.763 0.1261
H 8.4043 0.0277 5.0145 1.092 -1.158 0.571 0.1340
H 7.4878 -2.1318 4.1693 -0.784 0.997 -0.701 0.0702
H 6.5587 -2.8742 5.6482 1.738 0.057 -1.655 0.1353
H 8.2484 -3.3801 4.9431 0.169 -0.946 0.421 0.0783
C 6.4475 2.7522 -0.9014 0.652 -0.240 -0.416 -0.0456
C 5.7917 4.0648 -0.5713 -1.059 -0.791 -0.262 -0.1306
N 4.2655 4.0863 -0.7770 0.960 2.792 -2.163 -0.2313
C 3.6006 3.1657 0.0880 -0.902 -1.944 -1.358 -0.0410
C 3.8849 5.5453 -0.4497 -1.635 -1.159 1.581 -0.1247
C 2.3584 5.8608 -0.3130 0.043 0.219 -1.621 -0.0509
C 3.8632 3.7934 -2.2831 -1.780 -0.708 1.902 -0.0337
C 4.1006 4.8255 -3.3641 -0.496 -1.359 1.541 -0.2315
O 5.4490 4.9212 -3.5495 0.997 -0.903 -0.013 -0.1702
C 5.8468 5.6556 -4.6592 1.053 0.572 -0.508 -0.0859
H 6.2908 2.2865 -1.8802 0.020 0.718 -0.083 0.0850
H 6.2862 1.9542 -0.2268 -0.907 -0.641 1.119 0.0568
H 7.5047 2.8985 -0.7385 0.546 0.287 -0.432 0.0914
H 6.1902 4.8790 -1.1457 0.114 0.243 -0.450 0.1187
H 5.9142 4.3023 0.4714 0.139 -0.035 0.494 0.1143
H 2.5654 3.1698 -0.1830 -0.765 0.080 0.007 0.0825
H 3.6918 3.4169 1.0943 0.514 0.348 1.519 0.0667
H 3.9296 2.1527 -0.1569 0.188 0.094 0.376 0.1047
H 4.4038 6.1132 -1.1768 0.357 0.853 -0.468 0.1018
H 4.2866 5.7227 0.5650 0.197 -0.055 -0.589 0.1298
H 1.8195 5.1864 0.3595 0.203 0.214 -0.097 0.0451
H 1.7674 5.9537 -1.2765 0.851 -0.627 0.833 0.0998
H 2.2737 6.8833 0.0565 0.159 -0.105 0.410 0.0768
H 2.7512 3.5614 -2.1925 1.416 0.363 -0.287 0.1535
H 4.3569 2.8626 -2.4908 0.158 -0.359 -0.294 0.1048
H 3.6724 5.7410 -3.0168 -0.597 1.025 -0.379 0.1122
H 3.5606 4.3860 -4.2049 -0.047 0.379 -0.413 0.1455
H 6.9078 5.4761 -4.8160 0.058 -0.233 0.018 0.0970
H 5.7869 6.6950 -4.3915 -0.361 0.826 -0.379 0.0894
H 5.3430 5.4270 -5.6068 -0.302 -0.048 0.361 0.1026
C 0.3000 -0.6118 -3.7754 0.094 0.228 -0.196 -0.0458
C -0.2631 -0.1101 -5.1011 1.508 -0.644 1.131 -0.1765
N -1.7268 -0.2092 -5.2777 -0.752 -1.308 -0.947 -0.2049
C -2.0157 0.4945 -6.6233 0.922 -1.969 -0.190 0.0476
C -2.0829 -1.7652 -5.2803 2.695 -0.983 -0.374 -0.1465
C -3.2887 -2.1917 -6.0802 -1.110 0.529 2.275 -0.0623
C -2.4532 0.2880 -4.0887 0.898 0.210 1.575 -0.1325
C -2.7343 1.7409 -3.9946 -0.144 1.134 -0.215 -0.2080
O -1.5682 2.5283 -4.2385 -1.111 -0.326 0.601 -0.2062
C -1.9271 3.9157 -4.2082 0.750 -0.553 -1.962 -0.0721
H 1.3800 -0.6994 -3.8687 -0.046 -0.060 -0.229 0.0592
H -0.0899 -1.5532 -3.4669 -0.311 -0.942 0.140 0.0559
H 0.1703 0.0812 -2.9656 -0.240 0.537 0.303 0.0581
H 0.2328 -0.6986 -5.8638 -0.289 0.058 -0.491 0.1267
H 0.0465 0.9053 -5.1714 -0.067 0.912 -0.408 0.1192
H -1.6628 1.5054 -6.5806 0.379 0.363 0.233 0.0904
H -3.0407 0.5036 -6.9520 -0.532 -0.303 0.457 0.0971
H -1.4285 -0.1200 -7.3743 -0.631 0.941 0.813 0.1336
H -2.1033 -2.0885 -4.2072 -0.373 0.557 -1.049 0.1026
H -1.1495 -2.3208 -5.6932 -1.357 1.229 0.460 0.1551
H -3.3434 -3.2827 -6.0161 0.041 0.186 -0.014 0.0686
H -3.2359 -1.9145 -7.1016 -0.060 0.321 -0.956 0.0609
H -4.2078 -1.7926 -5.5531 0.752 -0.448 -0.916 0.1030
H -1.9301 -0.0856 -3.1645 -0.302 0.353 -1.225 0.1256
H -3.3792 -0.1984 -4.0458 -1.453 -0.831 -0.040 0.0970
H -3.1586 1.9593 -2.9987 0.261 -0.210 -0.073 0.1425
H -3.5647 2.0196 -4.6832 0.566 0.001 -0.056 0.1348
H -2.1866 4.2929 -3.2178 0.240 0.010 -0.067 0.0907
H -2.7355 4.0408 -4.9488 -0.216 0.222 0.557 0.0892
H -1.0630 4.3575 -4.7306 -0.238 0.542 0.939 0.0992
C -7.0779 -7.4548 -2.6297 0.571 -0.336 -1.875 -0.0446
C -5.5949 -7.6230 -2.3904 0.752 -0.572 -2.110 -0.1408
N -4.7136 -6.6355 -3.1706 -0.488 -1.903 -0.945 -0.2736
C -5.2934 -5.3138 -3.1598 -0.760 0.864 1.635 -0.0231
C -3.3484 -6.6317 -2.5834 0.717 1.125 -1.301 -0.1856
C -2.7699 -7.9757 -2.4251 2.473 -1.590 1.176 -0.0685
C -4.7324 -7.0840 -4.6071 -0.114 0.370 -0.577 -0.0788
C -3.7139 -6.3301 -5.4729 -0.658 -0.766 0.216 -0.1912
O -2.5962 -7.2118 -5.5490 -1.226 0.357 0.882 -0.1855
C -1.4924 -6.5792 -6.1327 -0.338 -0.441 -0.697 -0.0849
H -7.4936 -8.2920 -2.1459 -0.931 -0.934 0.788 0.0730
H -7.3275 -7.6231 -3.7221 0.099 0.555 1.235 0.1132
H -7.4944 -6.5338 -2.2209 0.066 -0.171 -0.178 0.0838
H -5.1431 -8.6409 -2.5711 -1.000 0.986 -0.375 0.1493
H -5.3623 -7.4877 -1.4026 0.455 0.832 2.710 0.0884
H -4.6850 -4.6134 -3.6917 0.163 0.388 -0.344 0.0786
H -5.2758 -4.9871 -2.1206 -0.226 0.270 -0.073 0.0992
H -6.3335 -5.3475 -3.4979 0.483 0.187 -0.131 0.1143
H -3.4488 -6.0925 -1.6535 0.070 0.106 0.392 0.1147
H -2.6325 -6.0510 -3.2116 -1.051 -0.050 0.249 0.1191
H -3.0071 -8.7821 -3.1392 -0.391 0.539 0.377 0.1047
H -2.8476 -8.2766 -1.3640 -0.404 -0.604 -0.771 0.0641
H -1.6576 -7.8964 -2.5390 -0.904 0.165 -0.036 0.0937
H -5.7339 -6.8273 -4.9584 0.083 -0.185 0.055 0.1250
H -4.6164 -8.1756 -4.6938 0.248 0.534 0.107 0.1505
H -3.5563 -5.2763 -5.0704 0.533 -1.352 -0.385 0.1172
H -4.2227 -6.1930 -6.4464 0.585 -0.070 -0.003 0.1401
H -1.2755 -5.7396 -5.5109 0.657 0.983 -0.019 0.0532
H -1.8355 -6.3461 -7.1447 0.726 0.516 -0.200 0.0993
H -0.6462 -7.2634 -6.1522 -0.118 0.010 0.016 0.1051
C 1.6676 -5.3933 1.9404 0.062 -0.861 0.021 -0.0434
C 1.2242 -6.8244 2.2361 -0.670 -0.199 0.371 -0.1274
N 0.2901 -6.9758 3.4798 0.620 -1.501 -1.602 -0.2512
C 0.0945 -8.5212 3.4986 -0.575 0.706 0.078 0.0384
C 1.0937 -6.5979 4.6343 -1.295 0.713 2.739 -0.1832
C 0.2752 -6.8494 5.9437 -0.072 -0.152 0.564 -0.0432
C -1.0166 -6.1743 3.4166 0.981 -0.722 0.231 -0.0730
C -1.7695 -6.3021 2.1559 -2.954 0.710 -0.099 -0.2132
O -2.5280 -7.4982 2.1778 -0.913 -0.620 -0.757 -0.1868
C -3.5547 -7.5793 1.1489 0.135 0.970 0.574 -0.0640
H 1.9925 -5.4150 0.9329 0.530 -0.117 -1.225 0.0668
H 2.5348 -5.0936 2.5141 -0.082 0.132 0.419 0.0885
H 0.9123 -4.6334 1.9160 -0.596 0.182 0.547 0.0455
H 2.1345 -7.4566 2.4714 -1.233 0.598 -0.372 0.1500
H 0.6061 -7.3109 1.4448 0.940 0.668 0.210 0.1256
H 1.0742 -8.8965 3.7707 0.155 -0.296 -0.517 0.1019
H -0.2880 -8.8332 2.4989 0.416 0.166 0.992 0.1166
H -0.5591 -8.8747 4.3059 -0.170 0.532 -0.502 0.1020
H 1.3498 -5.5295 4.6314 -0.132 -0.300 -0.459 0.1361
H 2.0018 -7.1748 4.6560 0.293 -0.289 -0.223 0.1224
H -0.4696 -7.6673 5.8811 0.496 0.402 -0.241 0.0741
H -0.2936 -5.9684 6.3042 0.552 -0.313 -0.378 0.0850
H 0.9519 -7.1823 6.7434 -0.116 0.359 -0.196 0.0890
H -0.7644 -5.1401 3.4994 0.443 0.580 0.485 0.0899
H -1.6334 -6.4817 4.2767 0.326 0.186 -0.445 0.1507
H -1.2744 -6.2255 1.2245 1.330 0.014 -0.943 0.1043
H -2.4445 -5.3798 2.1132 0.432 -0.993 0.318 0.1557
H -3.8739 -8.6337 1.0081 0.110 0.738 0.558 0.1053
H -3.1371 -7.2557 0.1821 -0.049 0.090 0.363 0.0422
H -4.4137 -6.8653 1.4139 0.978 -1.138 -0.319 0.1120
C 1.7208 0.2868 2.7154 0.476 -0.086 0.503 -0.0468
C 1.5340 -0.5927 1.4810 0.839 1.854 -0.272 -0.1096
N 0.2217 -0.3402 0.8207 -0.096 -0.136 -0.084 -0.2507
C -0.8585 -0.2495 1.7980 -1.129 1.777 0.584 -0.0153
C 0.2882 0.8842 -0.0602 1.357 1.523 -0.265 -0.1415
C -1.0160 1.4182 -0.6095 1.420 -1.071 -1.422 -0.0396
C -0.1499 -1.4774 -0.0480 0.033 -0.362 -0.602 -0.0906
C -0.6181 -2.7225 0.6500 -0.772 -0.078 1.937 -0.1412
O -2.0744 -2.8125 0.8951 2.589 0.678 0.351 -0.1769
C -2.6691 -3.2616 -0.2929 -1.176 0.854 0.852 -0.1088
H 1.9716 1.3258 2.5047 0.392 -0.093 -0.515 0.0690
H 2.5157 -0.1148 3.3607 -0.232 0.149 -0.307 0.0943
H 0.8338 0.4048 3.3139 -0.233 -0.588 0.411 0.0381
H 1.6846 -1.6451 1.6166 -0.277 -0.507 0.484 0.1247
H 2.2699 -0.2764 0.7396 0.128 -0.222 -0.109 0.1298
H -0.8175 0.6958 2.3521 0.056 -0.005 -0.441 0.1218
H -0.7633 -0.9987 2.5569 -0.230 -0.624 -0.162 0.0593
H -1.8026 -0.2546 1.2372 0.252 -0.409 0.527 0.1155
H 1.0212 0.7219 -0.8753 -0.550 -0.552 0.495 0.0934
H 0.7749 1.7297 0.4954 -0.604 -0.947 0.170 0.1279
H -1.6794 1.6382 0.1359 -1.825 0.656 1.900 0.0307
H -1.4943 0.7664 -1.3408 0.036 -0.056 0.019 0.0631
H -0.7763 2.3487 -1.0927 0.085 0.407 -0.308 0.0815
H 0.6406 -1.6229 -0.7539 0.756 -0.414 -0.250 0.1307
H -0.9424 -1.0762 -0.6043 -1.324 0.229 -1.030 0.1031
H -0.0600 -2.7758 1.6092 -0.865 -0.130 -0.287 0.0944
H -0.4059 -3.6338 0.1427 0.732 -0.427 -0.906 0.0882
H -2.1813 -4.1080 -0.6719 0.922 -1.213 -0.815 0.0499
H -2.7563 -2.4710 -1.0282 0.168 -0.061 -0.251 0.0683
H -3.6395 -3.5771 0.0386 -0.932 -0.058 -0.264 0.0857
C 6.6973 -1.0070 -4.2721 1.273 -0.470 -0.007 -0.0624
C 5.8030 -2.2239 -4.0973 -2.167 0.656 0.355 -0.1833
N 5.7761 -3.2297 -5.2371 -1.372 -1.825 2.768 -0.2767
C 4.9482 -4.4112 -4.6655 2.418 -0.892 -2.469 0.0461
C 5.2239 -2.6402 -6.4096 -2.222 0.544 -3.287 -0.1677
C 3.6708 -2.7175 -6.6575 1.293 1.780 2.007 -0.0107
C 7.1133 -3.7640 -5.4354 0.617 -1.211 0.665 -0.1144
C 7.1886 -5.1615 -6.0718 -0.622 0.394 0.784 -0.2096
O 6.5742 -5.0861 -7.3475 0.584 -0.190 1.023 -0.2167
C 6.8230 -6.3047 -8.0357 -0.160 -0.088 0.201 -0.0726
H 6.8407 -0.5917 -3.2698 -0.489 0.151 -0.161 0.0732
H 6.2911 -0.2089 -4.9435 0.570 -0.856 0.493 0.0977
H 7.7617 -1.3596 -4.4938 -1.351 0.738 -0.370 0.1010
H 4.6902 -1.9180 -3.9588 2.060 -0.389 -0.032 0.1333
H 6.1365 -2.8355 -3.2530 -0.227 0.386 0.077 0.1294
H 4.7477 -5.0991 -5.5090 0.556 0.167 0.472 0.1195
H 4.0102 -4.1552 -4.3872 -2.663 1.499 1.396 0.0531
H 5.5365 -4.8899 -3.8809 -0.260 0.190 -0.119 0.1232
H 5.6065 -3.0486 -7.3299 0.710 -0.716 0.169 0.1203
H 5.5859 -1.6343 -6.4373 -0.173 0.831 0.122 0.1178
H 3.1821 -2.1431 -5.8544 -0.210 -0.299 -0.256 0.0734
H 3.2861 -3.6968 -6.6930 -0.277 -1.282 0.064 0.0596
H 3.4281 -2.2401 -7.5863 0.166 0.327 -0.521 0.0791
H 7.5711 -3.7160 -4.4301 0.152 -0.465 -0.621 0.1514
H 7.6276 -3.0992 -6.0728 0.735 0.828 -0.698 0.1297
H 6.6799 -5.9769 -5.4533 0.985 0.966 -0.683 0.1418
H 8.2779 -5.3225 -6.1181 -0.282 -0.481 -0.268 0.1383
H 6.5787 -6.0452 -9.0729 -0.024 -0.818 0.216 0.1026
H 6.2202 -7.1435 -7.5651 0.571 0.811 -0.869 0.1150
H 7.8985 -6.5144 -7.9190 -0.334 -0.307 -0.399 0.0933
C -4.6916 -0.0516 2.2392 0.317 0.542 -0.081 -0.0449
C -6.0147 -0.3709 2.9012 -1.344 0.890 -1.050 -0.1688
N -6.5970 -1.7111 2.6845 0.894 -2.845 -1.044 -0.2457
C -5.4067 -2.6601 2.8833 -0.707 -0.818 -1.599 0.0359
C -7.6388 -2.1486 3.6983 1.510 2.599 1.299 -0.1706
C -8.7878 -1.1807 3.8648 -0.309 -0.273 -1.618 -0.0372
C -7.1447 -1.9069 1.2983 -0.395 1.015 -2.098 -0.0831
C -7.9717 -3.1760 1.0226 1.171 0.492 0.002 -0.1956
O -7.2264 -4.3530 1.3810 -1.537 0.498 -0.116 -0.2142
C -8.1640 -5.4417 1.3648 -0.045 0.743 -0.265 -0.0720
H -3.8351 -0.4228 2.8043 -0.162 -0.660 -0.344 0.0613
H -4.5314 1.0201 2.3529 -0.374 0.261 -0.245 0.0922
H -4.6559 -0.2744 1.1566 0.060 -0.080 0.542 0.0881
H -6.8036 0.3527 2.6325 0.399 -0.185 0.049 0.1408
H -5.9552 -0.4119 3.9387 0.573 0.759 2.024 0.1157
H -4.6334 -2.4681 2.1208 -0.451 -0.022 0.430 0.0994
H -5.7673 -3.6907 2.7841 0.093 0.456 0.002 0.1045
H -5.0373 -2.5062 3.8540 0.664 0.381 1.233 0.0912
H -7.1335 -2.3171 4.6568 0.308 0.701 -0.056 0.1463
H -7.8753 -3.1270 3.4880 -1.052 -2.016 -1.150 0.0893
H -9.3385 -1.0808 2.8722 0.364 -0.056 1.437 0.1067
H -8.4996 -0.1833 4.2103 0.062 -0.304 -0.028 0.0855
H -9.3964 -1.6596 4.6165 -0.665 0.210 0.094 0.0897
H -6.3610 -1.8917 0.5354 0.520 0.040 0.493 0.1049
H -7.7463 -0.9863 1.0113 0.373 -1.148 0.645 0.1629
H -8.2946 -3.2540 -0.0436 0.508 0.437 0.613 0.1475
H -8.8533 -3.0436 1.6078 -1.021 -0.612 0.563 0.0988
H -8.8152 -5.4647 2.2483 0.066 0.263 -0.124 0.1001
H -7.5737 -6.3250 1.3706 0.329 -0.903 -0.175 0.0726
H -8.7815 -5.3498 0.4513 0.182 -0.389 0.376 0.0979
As -1.4632 4.9815 1.1334 1.261 -0.119 0.623 0.6658
F -1.1352 4.7136 -0.5340 -0.363 -0.182 -0.893 -0.2518
F -0.0172 4.0197 1.4406 0.122 -0.417 0.153 -0.2820
F -1.5489 5.2203 2.8459 -0.154 -0.063 0.298 -0.2453
F -2.8721 5.8567 0.8850 -0.979 1.247 -0.497 -0.2133
F -2.4969 3.6013 1.1970 0.280 -0.855 0.210 -0.2474
F -0.4687 6.3988 1.0049 0.082 0.233 0.153 -0.2529
As -1.1741 -2.3209 5.0770 -2.032 -1.372 2.604 0.6961
F -0.4849 -0.7896 5.1073 1.334 1.412 -1.026 -0.2139
F -0.2719 -3.0084 3.8033 1.385 0.134 -1.073 -0.2378
F -1.8707 -3.9234 5.2461 -0.603 0.209 -0.241 -0.2614
F -2.2358 -1.6981 6.2989 -0.243 -0.521 0.010 -0.2465
F -2.3358 -1.8183 3.8563 0.026 -0.213 0.205 -0.2542
F -0.0033 -2.8584 6.2548 0.100 0.233 -0.349 -0.2543
As 5.5967 2.2857 3.6132 -1.063 -0.906 -0.601 0.8132
F 4.8554 3.6299 2.8047 -0.048 0.174 0.131 -0.2489
F 5.8881 3.2939 4.9962 0.105 0.195 0.085 -0.2475
F 6.3439 0.9813 4.4705 -0.022 -0.349 -0.231 -0.2469
F 5.0864 1.2539 2.2274 0.938 0.871 1.302 -0.2648
F 7.1479 2.7136 2.9365 -0.711 -0.317 0.036 -0.2423
F 4.0206 1.8418 4.3767 1.013 0.183 -0.547 -0.2801
As 0.5656 -4.9812 -2.7617 0.789 -1.130 -1.560 0.6765
F -0.1123 -6.4836 -3.2634 -0.092 -0.592 -0.655 -0.2395
F -1.0223 -4.3218 -2.7551 -0.715 0.512 0.376 -0.2371
F 1.2214 -3.5054 -2.2235 0.053 0.824 0.628 -0.2189
F 2.1949 -5.5802 -2.9171 -0.179 -0.215 0.348 -0.2495
F 0.6813 -4.4919 -4.4280 0.014 0.317 -0.200 -0.2617
F 0.3755 -5.6406 -1.1791 0.184 0.514 1.037 -0.2427
N 3.5297 0.1250 -2.5782 0.017 -1.242 -0.476 -0.5650
O 3.3030 0.0009 -3.8208 0.629 0.336 0.811 -0.0741
O 2.7389 0.7577 -1.8632 -0.331 0.687 0.027 -0.0717
O 4.4901 -0.4571 -2.0426 0.073 0.317 -0.374 -0.0268
N -4.7582 -2.0234 -2.0781 -0.687 -2.509 -1.099 -0.5701
O -3.9475 -2.3444 -3.0276 -1.544 -0.261 0.911 -0.0888
O -4.5559 -1.0051 -1.4796 0.209 2.009 1.177 0.0038
O -5.7393 -2.7884 -1.7292 1.642 0.973 -0.918 -0.0668
```
Forces are in eV/Å.

DFT total energy: -16367.63804 hartree
HOMO level: -14.1 eV
Spin multiplicity: 1
Net charge: +4